Density functional theory data (wB97M-V/def2-TZVPD) for 2 unconnected molecules or ions with the total composition C7H6N7O.

XYZ file:
```
21
Properties=species:S:1:pos:R:3
O 0.003 3.955 0.148
N 0.657 2.992 0.065
N -5.549 -1.118 0.245
N -1.005 -1.043 -0.572
N 1.866 -0.283 0.296
N 0.880 1.838 0.140
N 3.229 1.373 -0.236
N -2.218 0.141 0.710
C -0.987 0.028 0.264
C 3.968 0.250 -0.101
C 1.971 1.067 0.028
C -4.451 -0.878 0.160
C -3.062 -0.739 0.021
C -2.296 -1.439 -0.887
C 3.117 -0.789 0.239
H -2.711 0.623 1.494
H 1.044 -0.784 0.573
H -2.503 -2.254 -1.562
H 3.262 -1.821 0.290
H 5.046 0.351 -0.228
H -0.263 -1.469 -1.086
```

Values from the calculation:
* multiplicity: 3
* E_HOMO (spin up / spin down): -11.64 / -12.54 eV
* ⟨S²⟩: 2.0258
* gap between HOMO and LUMO (spin up / spin down): 7.1 / 4.5 eV
* LUMO level (spin up / spin down): -4.53 / -8.01 eV
* total charge: +1

=====

Density functional theory data (wB97M-V/def2-TZVPD) for a single C7H6O molecule.

XYZ file:
```
14
Properties=species:S:1:pos:R:3
O 0.027 1.331 1.012
C -0.820 -0.917 1.024
C 2.173 -1.152 -0.329
C 1.454 -0.158 -0.362
C -0.504 0.205 1.660
C -0.464 0.929 -1.310
C 0.602 1.045 -0.308
C -1.377 0.780 -2.125
H -2.389 0.595 -2.600
H 1.262 1.834 -0.573
H -0.670 0.393 2.772
H -0.827 -1.105 -0.139
H -1.215 -1.768 1.578
H 2.749 -2.013 -0.301
```

Values from the calculation:
* energy relative to the best compared isomer or geometry (same formula, charge and spin): 104.9 kcal per mole
* E_HOMO: -9.15 eV
* gap between HOMO and LUMO: 10.2 eV
* SMILES: C#CC(C#C)OC=C
* LUMO level: 1.05 eV

=====

Density functional theory data (wB97M-V/def2-TZVPD) for a single C7H6O3 molecule.

XYZ file:
```
16
Properties=species:S:1:pos:R:3
O 2.698 -0.017 -0.579
O 0.322 -2.453 0.162
O 0.466 2.366 0.139
C -2.330 -0.013 -0.123
C -0.312 -1.150 0.078
C -1.693 -1.211 -0.128
C -0.283 1.240 0.040
C 1.940 0.010 0.260
C 0.409 -0.023 0.092
C -1.651 1.149 -0.078
H -2.299 2.261 -0.087
H 1.243 -2.135 0.315
H 2.330 -0.090 1.306
H -2.229 -2.252 -0.229
H -3.323 0.017 -0.181
H -0.081 3.022 0.254
```

Values from the calculation:
* energy relative to the best compared isomer or geometry (same formula, charge and spin): 55.0 kcal per mole
* E_HOMO: -8.96 eV
* gap between HOMO and LUMO: 9.6 eV
* SMILES: O=Cc1c(O)cccc1O
* LUMO level: 0.67 eV

=====

Density functional theory data (wB97M-V/def2-TZVPD) for a single C7H6O3 molecule.

XYZ file:
```
16
Properties=species:S:1:pos:R:3
O -2.367 1.064 1.938
O 2.783 0.163 -0.660
O -3.167 1.561 -1.142
C 0.740 1.158 0.220
C -2.296 -0.630 -0.967
C -0.360 0.866 0.626
C -1.945 -1.068 0.242
C -2.404 0.792 -0.637
C 1.888 1.244 -0.629
C -1.776 0.565 0.825
H 2.555 2.114 -0.428
H -2.424 -1.124 -1.900
H 1.499 1.275 -1.643
H 3.235 0.054 0.248
H -3.392 1.153 1.852
H -1.977 -2.110 0.524
```

Values from the calculation:
* multiplicity: 3
* energy relative to the best compared isomer or geometry (same formula, charge and spin): 72.4 kcal per mole
* E_HOMO (spin up / spin down): -5.95 / -9.78 eV
* ⟨S²⟩: 2.0276
* gap between HOMO and LUMO (spin up / spin down): 6.6 / 6.9 eV
* LUMO level (spin up / spin down): 0.62 / -2.89 eV

=====

Density functional theory data (wB97M-V/def2-TZVPD) for 2 unconnected molecules or ions with the total composition C7H6OS.

XYZ file:
```
15
Properties=species:S:1:pos:R:3
S -0.464 2.190 -0.345
O -3.046 -1.172 0.613
C 1.127 -1.034 -0.993
C -0.160 -0.633 -1.085
C 0.251 0.976 0.853
C 1.563 0.477 0.822
C 2.037 -0.281 -0.144
C -2.839 -0.084 0.187
C -0.634 0.493 -0.259
H -1.000 -1.248 -1.449
H 3.128 -0.469 -0.178
H 2.130 0.849 1.647
H -0.038 1.133 1.854
H -3.527 0.706 0.144
H 1.474 -1.903 -1.669
```

Values from the calculation:
* energy relative to the best compared isomer or geometry (same formula, charge and spin): 91.9 kcal per mole
* E_HOMO (spin up / spin down): -7.61 / -7.61 eV
* gap between HOMO and LUMO (spin up / spin down): 7.7 / 7.7 eV
* LUMO level (spin up / spin down): 0.13 / 0.13 eV

=====

Density functional theory data (wB97M-V/def2-TZVPD) for a single C7H6S molecule.

XYZ file:
```
14
Properties=species:S:1:pos:R:3
S -4.275 -0.173 -0.061
C 1.084 -0.701 0.013
C -1.492 -0.179 -0.139
C -1.421 2.455 -0.089
C -2.803 -0.844 -0.136
C 1.626 0.466 0.307
C -1.554 1.263 -0.077
C -0.345 -0.928 -0.036
H -1.263 3.532 -0.052
H 0.985 1.317 0.645
H -0.565 -1.944 -0.246
H 1.759 -1.629 -0.084
H -2.792 -2.001 -0.288
H 2.816 0.694 0.349
```

Values from the calculation:
* energy relative to the best compared isomer or geometry (same formula, charge and spin): 84.5 kcal per mole
* E_HOMO: -8.64 eV
* gap between HOMO and LUMO: 7.5 eV
* SMILES: C#C/C(C=S)=C\C=C
* LUMO level: -1.10 eV

=====

Density functional theory data (wB97M-V/def2-TZVPD) for a molecular structure, C7H7BiO6.

XYZ file:
```
21
Properties=species:S:1:pos:R:3
Bi -0.647 1.427 -1.440
O 1.083 -0.586 0.688
O 2.796 0.704 -1.404
O -0.704 1.423 2.327
O -0.599 -2.603 -0.920
O -4.139 0.593 -1.571
O -0.630 3.034 -6.251
C -0.642 2.955 -5.103
C -0.733 -1.470 -1.014
C 1.729 1.098 -1.455
C 0.477 -1.427 1.711
C -3.057 0.837 -1.258
C 1.097 -1.105 3.059
C -0.863 1.497 1.195
H 0.781 -0.102 3.397
H -0.581 0.462 -3.005
H 1.619 0.065 1.199
H 2.194 -1.145 2.948
H 0.676 -2.466 1.400
H -0.623 -1.335 1.713
H 0.765 -1.855 3.784
```

Values from the calculation:
* energy relative to the best compared isomer or geometry (same formula, charge and spin): 17.4 kcal per mole
* E_HOMO: -17.94 eV
* gap between HOMO and LUMO: 6.9 eV
* LUMO level: -11.08 eV
* total charge: +2

=====

Density functional theory data (wB97M-V/def2-TZVPD) for 2 unconnected molecules or ions with the total composition C7H7BrINO3.

XYZ file:
```
20
Properties=species:S:1:pos:R:3
I 4.215 0.106 2.868
Br 0.865 0.251 4.940
O -0.028 0.664 2.429
O 1.017 -1.851 -1.467
O -0.288 2.410 0.997
N -0.476 0.230 0.394
C -0.301 -1.220 0.590
C -0.493 0.143 -1.058
C 1.123 2.593 3.486
C 0.534 1.341 3.443
C -0.388 1.239 1.225
C -0.167 -1.401 -0.953
C 1.607 3.703 3.466
H 0.464 -1.186 1.376
H 2.000 4.610 3.512
H -1.519 0.375 -1.573
H 1.126 -1.521 -2.390
H 0.344 0.678 -1.526
H -0.952 -2.085 -1.247
H -1.300 -1.553 1.060
```

Values from the calculation:
* energy relative to the best compared isomer or geometry (same formula, charge and spin): 50.2 kcal per mole
* E_HOMO (spin up / spin down): -9.71 / -7.53 eV
* gap between HOMO and LUMO (spin up / spin down): 9.3 / 4.5 eV
* LUMO level (spin up / spin down): -0.44 / -3.05 eV

=====

Density functional theory data (wB97M-V/def2-TZVPD) for 2 unconnected molecules or ions with the total composition C7H7BrN2O2S.

XYZ file:
```
20
Properties=species:S:1:pos:R:3
Br 0.376 -2.551 -0.678
S 2.580 -1.725 1.759
O 2.466 2.829 0.101
O 1.355 1.342 -1.179
N -0.130 0.131 -2.322
N 2.425 0.695 0.660
C -1.536 -0.394 2.394
C -3.072 -0.183 0.209
C 0.816 0.133 -1.326
C -2.243 -0.428 1.437
C 1.963 -0.630 0.638
C 1.061 -0.872 -0.493
C 2.009 1.744 -0.038
H -2.784 -0.914 -0.518
H -0.885 -0.456 3.363
H 0.324 0.446 -3.228
H -2.866 0.825 -0.107
H -4.136 -0.210 0.324
H -0.627 -0.802 -2.471
H 2.905 1.020 1.477
```

Values from the calculation:
* energy relative to the best compared isomer or geometry (same formula, charge and spin): 48.7 kcal per mole
* E_HOMO: -8.90 eV
* gap between HOMO and LUMO: 8.5 eV
* SMILES: Nc1oc(=O)[nH]c(=S)c1Br.C#CC
* LUMO level: -0.41 eV

=====

Density functional theory data (wB97M-V/def2-TZVPD) for a single C7H7ClN2 molecule.

XYZ file:
```
17
Properties=species:S:1:pos:R:3
Cl -3.347 1.990 -0.108
N -2.978 -2.873 0.111
N 0.410 -0.743 0.220
C 0.467 0.470 0.098
C 1.500 -1.652 0.027
C 1.712 1.425 -0.176
C -2.543 -0.462 0.149
C -2.820 -1.738 0.070
C -0.760 1.256 0.076
C -2.135 0.776 0.074
H 2.597 0.707 -0.429
H 2.471 -1.174 -0.034
H 1.428 -2.237 1.029
H 1.394 2.046 -1.008
H 1.303 -2.259 -0.858
H -0.580 2.348 0.111
H 1.882 2.120 0.648
```

Values from the calculation:
* energy relative to the best compared isomer or geometry (same formula, charge and spin): 132.0 kcal per mole
* E_HOMO (spin up / spin down): -8.79 / -8.55 eV
* gap between HOMO and LUMO (spin up / spin down): 6.9 / 7.1 eV
* LUMO level (spin up / spin down): -1.93 / -1.41 eV

=====

Density functional theory data (wB97M-V/def2-TZVPD) for 2 unconnected molecules or ions with the total composition C7H7ClN4O.

XYZ file:
```
20
Properties=species:S:1:pos:R:3
Cl 1.475 -1.620 2.749
O -2.101 -0.944 1.057
N -0.589 1.085 -2.470
N -0.965 -0.752 1.475
N -0.466 -3.049 0.031
N 1.050 1.619 -0.343
C 0.101 -0.133 0.993
C -1.617 -3.060 0.003
C 1.312 -0.066 1.864
C 1.096 2.315 -1.460
C -0.670 0.372 -1.377
C 0.249 2.071 -2.534
C 0.141 0.614 -0.287
H 0.306 2.508 -3.483
H 2.190 -0.090 1.353
H -0.732 -1.095 2.407
H 1.990 3.045 -1.448
H 1.153 0.824 2.617
H -1.272 -0.515 -1.409
H -2.650 -3.131 0.263
```

Values from the calculation:
* energy relative to the best compared isomer or geometry (same formula, charge and spin): 18.0 kcal per mole
* E_HOMO (spin up / spin down): -8.83 / -8.83 eV
* gap between HOMO and LUMO (spin up / spin down): 8.5 / 8.5 eV
* SMILES: [O-]/[NH+]=C(/CCl)c1cnccn1.C#N
* LUMO level (spin up / spin down): -0.29 / -0.29 eV

=====

Density functional theory data (wB97M-V/def2-TZVPD) for a single C7H7ClN4S molecule.

XYZ file:
```
20
Properties=species:S:1:pos:R:3
Cl -1.834 -0.502 -2.420
S 0.362 -2.066 -0.157
N -0.664 -3.104 -0.542
N 0.890 -0.484 -2.239
N 1.502 -2.332 0.833
N 1.111 -1.510 -1.656
C -0.304 0.899 -0.591
C -0.276 0.462 -1.989
C 0.010 -0.146 0.317
C -0.333 2.436 1.291
C 0.232 0.202 1.689
C -0.528 2.185 -0.042
C -0.024 1.454 2.188
H 1.686 -3.271 1.005
H 0.171 1.726 3.225
H -0.537 3.503 1.597
H -0.716 2.976 -0.695
H 0.396 -0.783 2.211
H -1.181 -2.870 -1.331
H 0.037 1.225 -2.695
```

Values from the calculation:
* energy relative to the best compared isomer or geometry (same formula, charge and spin): 15.9 kcal per mole
* E_HOMO: -8.72 eV
* gap between HOMO and LUMO: 7.9 eV
* SMILES: N=S1(=N)N=N[C@@H](Cl)c2ccccc21
* LUMO level: -0.80 eV

=====

Density functional theory data (wB97M-V/def2-TZVPD) for a single C7H7ClO2 molecule.

XYZ file:
```
17
Properties=species:S:1:pos:R:3
Cl 1.685 -1.621 -3.577
O -1.205 1.329 -1.491
O 0.003 -0.428 -2.241
C -1.141 0.449 1.215
C -0.434 1.767 1.603
C -0.371 -0.291 0.143
C 0.991 -1.275 -2.105
C 1.338 -1.810 -0.916
C -0.562 0.359 -1.190
C 0.639 -1.215 0.242
H 0.857 -1.481 1.258
H 2.282 -2.486 -0.876
H -0.295 2.384 0.667
H 0.586 1.664 2.142
H -1.039 -0.275 2.055
H -1.234 2.313 2.223
H -2.100 0.616 0.849
```

Values from the calculation:
* energy relative to the best compared isomer or geometry (same formula, charge and spin): 24.7 kcal per mole
* E_HOMO: -8.86 eV
* gap between HOMO and LUMO: 9.1 eV
* SMILES: CCc1ccc(Cl)oc1=O
* LUMO level: 0.21 eV

=====

Density functional theory data (wB97M-V/def2-TZVPD) for a single C7H7ClO3S molecule.

XYZ file:
```
19
Properties=species:S:1:pos:R:3
Cl -3.058 0.319 1.384
S -2.228 0.136 -0.476
O -2.962 -0.890 -1.109
O -2.257 1.442 -1.108
O -0.605 -1.762 0.075
C 1.388 1.726 0.542
C -0.490 -0.485 -0.353
C 0.369 -2.747 0.046
C 1.347 0.782 -1.460
C 0.278 0.132 -1.255
C 2.079 1.443 -0.504
C 0.034 1.449 0.863
H 0.811 -2.722 1.192
H 3.067 1.644 -0.522
H -0.238 1.703 1.945
H 1.194 -2.384 -0.561
H -0.167 -3.652 -0.125
H -0.596 1.823 0.085
H 2.035 2.043 1.340
```

Values from the calculation:
* energy relative to the best compared isomer or geometry (same formula, charge and spin): 177.1 kcal per mole
* E_HOMO (spin up / spin down): -8.98 / -8.98 eV
* gap between HOMO and LUMO (spin up / spin down): 8.1 / 8.1 eV
* SMILES: C=CC=C=C=C(OC)S(=O)(=O)Cl
* LUMO level (spin up / spin down): -0.88 / -0.88 eV

=====

DFT total energy for every record listed, in sequence, given in eV: -19819.3942; -9397.6710; -13496.1496; -13489.7495; -20233.9657; -18187.1246; -25474.2033; -93142.3357; -95323.0821; -22869.7992; -27898.9202; -36684.6417; -23988.7477; -36864.5962.
Largest force on an atom for every record listed, in sequence, given in eV Å⁻¹: 6.77; 4.36; 7.57; 4.75; 4.79; 3.68; 6.06; 3.64; 4.25; 5.18; 4.25; 4.19; 4.59; 6.12.